# 1
This record from OMol25 describes a molecular structure, C29H43Cl54InNO3 in a non-equilibrium geometry. The level of theory is ωB97M-V/def2-TZVPD.

Last column: Mulliken charge in e.
Cartesian coordinates (Å):
C 4.9316 -4.1548 0.0165  -0.3753
C 4.0451 -3.0181 -0.7662  0.2548
O 4.6360 -1.7022 -0.4123  -0.1738
C 3.6255 -0.9634 0.3711  0.1523
O 3.2146 -1.4968 1.5549  -0.6242
C 3.0016 0.5072 -0.0874  0.3560
C 1.9475 0.3048 -1.3368  0.2207
C 0.4791 0.8906 -0.9038  -0.8781
In -1.1421 -0.7489 -0.7621  0.8637
C -1.2800 -1.6024 -2.9006  -0.4871
C -2.6876 -2.4469 -2.9863  -0.4171
O -2.4617 -3.7445 -2.2980  -0.4736
C -3.0296 0.3231 -0.1001  -0.8122
C -3.9491 -0.4971 0.9822  -0.0658
C -4.3387 -2.0180 0.5077  0.6453
N -4.1942 -2.9542 1.6980  -0.7299
H 5.4161 -4.9301 -0.7240  -0.1924
H 5.7889 -3.6251 0.6136  0.2942
H 4.2940 -4.7614 0.7894  0.0481
H 4.0936 -3.1505 -1.9473  -0.0411
H 2.8953 -3.1033 -0.4896  0.3212
H 3.8300 1.2872 -0.3935  -0.0212
H 2.4559 0.9428 0.8764  0.0051
H 1.9188 -0.7970 -1.7655  0.0604
H 2.3377 0.9881 -2.2202  -0.0130
H 0.4559 1.4468 0.1347  0.0113
H 0.0943 1.5932 -1.7887  0.1697
H -0.6342 -2.0992 0.3187  -0.3710
H -1.3084 -0.7282 -3.6853  0.1833
H -0.3177 -2.2462 -3.1297  0.0614
H -3.0179 -2.5840 -4.1157  0.3009
H -3.5127 -1.7785 -2.4737  0.1128
H -2.1595 -4.4110 -2.9942  0.2706
H -3.6250 0.6702 -1.0484  0.1768
H -2.6749 1.3267 0.4410  0.2064
H -4.9803 0.0981 1.0598  -0.3725
H -3.5036 -0.4792 2.0875  0.3300
H -5.4844 -2.0645 0.1858  -0.0544
H -3.6946 -2.4195 -0.3828  -0.2327
H -3.4144 -2.6479 2.3212  0.2265
H -4.0969 -3.9462 1.3886  0.2394
C -7.5973 1.7097 0.1688  0.4143
Cl -7.4541 -0.0244 0.5029  -0.0990
Cl -6.7862 2.6551 1.4289  -0.0362
Cl -6.9266 2.0935 -1.4256  -0.1198
H -8.6578 1.9740 0.1690  -0.1490
C -8.6142 5.1512 -3.6283  -0.0853
Cl -7.2033 5.3367 -2.5727  -0.0928
Cl -8.1092 4.7253 -5.2725  -0.1163
Cl -9.7193 3.9273 -2.9802  -0.0914
H -9.1432 6.1068 -3.6672  0.4176
C -6.5271 6.3018 3.8917  -0.0609
Cl -7.9068 6.7109 4.9253  -0.0917
Cl -6.1435 4.5767 4.0201  -0.0943
Cl -6.8592 6.7417 2.2078  -0.1092
H -5.6601 6.8736 4.2324  0.3525
C 6.4893 0.3140 2.3198  0.3184
Cl 7.9682 -0.6586 2.3998  -0.1625
Cl 6.4170 1.4492 3.6783  -0.1661
Cl 6.3983 1.1821 0.7780  -0.0559
H 5.6306 -0.3589 2.3873  0.0338
C 4.1834 -7.2488 -2.7861  -0.2842
Cl 5.8508 -6.9715 -2.2546  0.0877
Cl 3.3692 -8.3950 -1.7077  -0.1256
Cl 3.2908 -5.7200 -2.8573  0.0213
H 4.2092 -7.6796 -3.7903  0.2781
C -10.4425 9.4336 6.3216  0.3024
Cl -11.0156 9.3951 4.6455  -0.1207
Cl -9.6301 10.9701 6.6662  -0.1327
Cl -11.7879 9.1756 7.4452  -0.1273
H -9.7205 8.6243 6.4574  0.0604
C -10.4152 2.4365 3.3020  -0.0941
Cl -10.5456 2.6151 1.5440  -0.1333
Cl -9.7535 3.9103 4.0297  -0.0209
Cl -11.9940 2.0494 4.0068  -0.1301
H -9.7315 1.6106 3.5145  0.3450
C 4.0663 -0.0075 -4.9193  -0.3022
Cl 4.2255 1.7345 -5.2012  -0.1377
Cl 4.7344 -0.4454 -3.3377  0.0414
Cl 2.3697 -0.5043 -5.0373  -0.0722
H 4.6339 -0.5344 -5.6906  0.4682
C 8.5663 -9.1149 -0.2230  0.0320
Cl 8.7255 -7.3729 -0.5049  -0.1115
Cl 9.2344 -9.5528 1.3586  -0.1319
Cl 6.8697 -9.6117 -0.3410  -0.0859
H 9.1339 -9.6418 -0.9943  0.2749
C -13.9172 5.6039 3.4631  0.4693
Cl -14.4903 5.5654 1.7869  -0.1294
Cl -13.1048 7.1403 3.8076  -0.0563
Cl -15.2626 5.3459 4.5867  -0.1356
H -13.1952 4.7946 3.5988  -0.1337
C 1.4040 -6.0716 2.0132  0.0557
Cl 1.6962 -7.5429 2.9563  -0.1633
Cl 1.8472 -6.3223 0.3161  -0.0005
Cl -0.2911 -5.5736 2.1465  -0.0949
H 2.0305 -5.2728 2.4184  0.2157
C 2.4460 4.0718 2.4992  0.0115
Cl 3.9249 3.0992 2.5792  -0.0190
Cl 2.3737 5.2070 3.8576  -0.1536
Cl 2.3550 4.9399 0.9573  -0.1146
H 1.5873 3.3989 2.5667  0.2486
C 6.2191 5.1070 -1.1590  -0.0848
Cl 5.2226 6.1884 -2.1474  -0.1453
Cl 5.2345 4.3167 0.0841  0.0182
Cl 7.0237 3.8997 -2.1760  -0.1237
H 6.9869 5.7050 -0.6615  0.2992
C 9.9534 2.7642 5.4877  0.3747
Cl 11.3750 1.7066 5.4933  -0.1008
Cl 9.3599 3.0174 7.1380  -0.1292
Cl 10.3343 4.3144 4.7189  -0.1241
H 9.1643 2.2774 4.9089  -0.0235
C 5.9043 -4.4788 -5.7258  0.0903
Cl 5.0006 -6.0000 -5.8193  -0.0857
Cl 6.9532 -4.2903 -7.1414  -0.1423
Cl 4.7954 -3.1041 -5.5857  -0.0601
H 6.5333 -4.5063 -4.8324  0.1679
C 14.4245 -0.4391 6.2230  0.3390
Cl 14.5677 -2.1733 6.5572  -0.1247
Cl 15.2356 0.5062 7.4832  -0.1216
Cl 15.0951 -0.0553 4.6286  -0.1210
H 13.3639 -0.1748 6.2232  0.0355
C -11.8023 5.4320 -7.1309  0.0067
Cl -11.6431 7.1740 -7.4128  -0.1328
Cl -11.1342 4.9942 -5.5493  -0.0633
Cl -13.4989 4.9352 -7.2489  -0.1277
H -11.2347 4.9051 -7.9023  0.2885
C 7.1142 -9.2076 -5.3558  -0.1196
Cl 6.5411 -9.2461 -7.0320  -0.1122
Cl 7.9266 -7.6711 -5.0113  -0.0784
Cl 5.7687 -9.4655 -4.2322  -0.0621
H 7.8362 -10.0169 -5.2201  0.3805

Atoms 1-2, force components in eV/Å:
0.102 -0.266 0.007
-0.089 -1.653 -0.271

As for the LUMO energy: 1.26 eV. The energy is -26451.41092 Eh. The net charge is -1. For the HOMO energy, the calculation gives -4.54 eV.

# 2
This record from OMol25 describes a molecular structure, C29H44AsN8ORuS2 in a non-equilibrium geometry. The level of theory is ωB97M-V/def2-TZVPD.

Last column: Löwdin spin population.
Cartesian coordinates (Å):
Ru -0.1639 -0.8043 -1.4250  2.4866
C -0.1794 -4.6932 1.5558  0.0051
N 0.2207 -3.8253 2.6709  0.0301
C 1.3871 -4.1565 3.4394  0.0035
C -0.8910 -3.5593 3.6050  0.0045
C -2.0081 -2.7354 3.0649  0.0554
N -1.7485 -1.3313 2.7708  0.6408
C -1.0836 -0.5465 3.8050  0.0567
C -2.7978 -0.5603 2.1252  0.0644
H -0.7521 -5.5527 1.9275  0.0008
H 0.6763 -4.9603 0.9336  0.0017
H -0.8728 -4.1065 0.9521  0.0035
H 1.1293 -4.8267 4.3033  0.0018
H 1.9017 -3.2048 3.7581  0.0009
H 2.1082 -4.6310 2.7603  0.0003
H -0.5477 -3.1337 4.5728  0.0003
H -1.3397 -4.5306 3.9479  0.0006
H -2.8291 -2.7334 3.8631  0.0393
H -2.3829 -3.1455 2.1427  0.0050
H -1.6605 -0.6297 4.7452  0.0312
H -1.1540 0.5206 3.5812  0.0012
H -0.0003 -0.8047 3.9042  0.0115
H -3.7288 -0.5761 2.6887  0.0359
H -3.0521 -1.0518 1.1336  0.0124
H -2.5294 0.5113 2.0122  0.0030
C -2.0531 -2.8440 -3.0429  0.0257
C -1.7291 -1.9887 -1.8372  0.1031
O -2.3876 -1.8851 -0.7778  0.1725
H -3.1276 -3.0735 -3.1372  0.0028
H -1.5042 -3.8010 -3.0267  -0.0004
H -1.5573 -2.2813 -3.8673  0.0001
S 0.3028 1.5196 -5.2104  0.0176
C 0.5939 1.0290 -3.5883  0.0415
N -0.4779 0.5406 -2.9500  0.0764
C -1.6722 0.6481 -3.7503  0.0098
C -3.0075 0.4605 -3.3718  0.0037
C -3.9829 0.4012 -4.3735  0.0011
C -3.6508 0.7716 -5.6700  -0.0002
C -2.3484 1.0011 -6.0758  0.0023
C -1.3709 1.0144 -5.0532  0.0025
H 1.5872 1.1661 -3.0790  0.0025
H -3.4100 0.4808 -2.3081  0.0017
H -5.0268 0.1921 -4.0906  0.0001
H -4.4697 0.9233 -6.4039  0.0000
H -2.0611 1.2892 -7.0766  0.0002
C 2.4580 -4.7978 -3.5899  0.0387
As 2.7994 -2.9162 -3.2150  0.2629
C 4.6572 -2.5827 -3.0545  0.0637
C 2.1791 -1.9328 -4.7632  0.0224
S 1.2889 -2.4323 -1.4584  0.4989
H 1.5991 -4.8275 -4.2065  0.0014
H 2.2544 -5.4184 -2.6648  0.0024
H 3.3622 -5.1495 -4.0905  0.0057
H 5.2429 -3.4517 -3.3995  0.0082
H 4.8711 -2.4881 -1.9664  0.0042
H 4.8837 -1.6905 -3.6462  0.0027
H 2.5936 -0.9332 -4.8049  -0.0001
H 1.0791 -1.9399 -4.7893  0.0007
H 2.4901 -2.4740 -5.6647  0.0051
C -1.2413 2.5826 -0.3703  0.0053
C -0.0475 1.9986 0.1586  0.0136
N 0.4451 0.8352 -0.2675  0.0694
C 1.6914 0.7204 0.3648  0.0188
C 1.9657 1.8282 1.0572  0.0022
N 0.8489 2.7113 0.9603  0.0051
C 0.8680 4.1088 1.1202  0.0007
N 1.4682 4.4739 2.4141  0.0003
N 2.6610 3.9446 2.8007  0.0002
N 3.0737 4.4991 3.9012  0.0000
C 2.0842 5.4136 4.3433  0.0000
C 2.2010 6.3245 5.4075  0.0000
C 1.0960 7.2001 5.4748  0.0000
C -0.0345 7.1000 4.6519  0.0000
C -0.1354 6.1340 3.6918  0.0000
C 1.0358 5.3720 3.4163  0.0000
H -2.1057 1.9190 -0.2416  0.0022
H -1.2022 2.7759 -1.4800  0.0006
H -1.5391 3.5169 0.1478  0.0001
H 2.3274 -0.1741 0.1510  0.0045
H 2.7919 1.9528 1.7444  0.0004
H -0.1025 4.6177 1.1498  0.0001
H 1.4807 4.5733 0.3463  0.0001
H 3.1279 6.4148 6.0118  0.0000
H 1.0963 8.0333 6.1633  0.0000
H -0.8943 7.6958 4.8871  0.0000
H -1.0680 5.9660 3.1608  0.0000

Atoms 1-2, force components in eV/Å:
-1.091 0.072 -0.183
-0.379 0.645 0.737

As for the energy relative to the best compared isomer or geometry (same formula, charge and spin): 27.2 kcal/mol. As for the LUMO energy (spin up / spin down): -4.76 / -8.18 eV. The energy is -4770.99927 Eh. The net charge is +2. For the HOMO energy (spin up / spin down), the calculation gives -10.13 / -12.59 eV. The spin multiplicity is 6.